1.
Computed, not measured: a molecular structure, C27H33BrMnN3O6S, with the ωB97M-V functional and the def2-TZVPD basis.

Results
F_max = 0.78 eV Å⁻¹
<S²> = 6.06
Gap between HOMO and LUMO (alpha / beta) = 6.968 / 7.658 eV
2S+1 = 5
DFT total energy = -157490.7281 eV
E_HOMO (alpha / beta) = -0.3074 / -0.3119 Ha

```
72
Properties=species:S:1:pos:R:3:forces:R:3:mulliken_spin:R:1
Br -0.111 3.208 2.569 0.00 0.00 0.04 0.0010
Mn 0.707 2.110 -1.384 0.37 -0.55 -0.41 3.9463
S 1.492 3.039 -3.468 0.23 0.44 0.01 0.0203
O 1.617 3.068 -4.882 -0.06 -0.15 0.01 -0.0068
O 2.586 -3.612 1.992 -0.07 0.07 -0.02 -0.0002
O 0.029 3.013 -2.958 -0.09 -0.06 0.33 0.0001
O 2.185 4.043 -2.678 0.02 0.04 -0.18 0.0280
O -0.597 2.173 -0.163 -0.37 0.17 -0.14 0.0904
O 1.889 1.676 -2.832 -0.02 0.04 0.20 -0.0639
N 2.421 -2.841 -0.122 -0.11 0.01 -0.06 0.0001
N 2.135 1.500 -0.069 -0.20 -0.10 0.08 -0.0275
N 3.333 -1.519 1.643 -0.02 0.08 -0.01 -0.0002
C 4.307 -0.099 -4.777 -0.02 0.02 -0.01 -0.0013
C 2.582 -1.422 -3.520 0.02 0.05 0.01 -0.0006
C 2.218 0.227 0.326 -0.06 0.03 0.02 -0.0102
C 3.966 2.077 1.304 0.00 -0.03 0.00 -0.0083
C -2.173 1.303 2.988 0.03 0.02 0.01 -0.0104
C 2.754 -2.708 1.198 0.15 -0.15 0.07 0.0001
C -3.099 -0.058 1.273 0.02 -0.04 0.03 -0.0076
C 2.949 -2.193 -1.272 0.01 0.04 0.03 -0.0024
C -3.739 -1.868 3.631 0.00 0.01 0.00 0.0021
C -3.072 0.318 2.617 -0.02 -0.01 0.03 0.0125
C -1.353 1.879 2.033 0.04 -0.03 -0.10 0.0246
C -3.473 -1.027 -1.356 -0.03 0.01 -0.01 0.0008
C -1.077 -0.639 -1.610 -0.01 0.05 0.03 -0.0627
C 4.680 -1.031 -2.459 0.01 -0.02 0.02 0.0007
C -2.290 0.498 0.292 0.08 0.08 -0.02 0.0160
C 3.863 -0.873 -3.570 -0.05 0.02 -0.02 0.0023
C 4.242 -1.699 -1.321 0.04 0.01 -0.02 -0.0013
C -2.384 0.035 -1.165 -0.07 -0.01 -0.02 0.0045
C 2.123 -2.061 -2.384 -0.02 -0.02 0.03 0.0002
C -2.750 1.222 -2.071 0.05 -0.05 -0.01 0.0062
C -4.014 -0.358 3.611 -0.01 -0.01 0.00 0.0028
C 4.082 0.760 1.703 -0.05 -0.04 -0.01 0.0058
C 2.979 2.419 0.401 0.07 0.06 -0.12 0.0171
C 3.200 -0.199 1.208 0.02 0.01 0.05 0.0000
C -1.394 1.518 0.686 0.09 -0.09 0.17 -0.0151
C -5.467 -0.108 3.183 0.01 0.00 0.00 0.0012
C -3.833 0.181 5.030 0.00 0.00 -0.01 0.0000
H 1.482 -0.457 -0.072 -0.01 -0.03 0.03 -0.0211
H -0.181 -0.031 -1.462 0.03 0.10 0.00 0.0440
H -4.046 1.250 5.085 0.01 0.00 0.00 0.0001
H -3.794 -0.832 0.983 0.00 0.02 0.01 -0.0015
H 5.371 0.130 -4.736 0.00 0.00 0.00 0.0000
H 4.643 2.833 1.674 -0.01 0.01 0.00 -0.0003
H -2.090 1.639 4.010 0.00 0.00 0.00 -0.0011
H -1.115 -0.882 -2.674 0.00 -0.01 -0.01 0.0015
H -4.406 -2.363 4.340 0.00 0.00 0.00 0.0000
H -0.911 -1.559 -1.044 -0.01 -0.01 0.01 -0.0010
H -3.734 1.601 -1.789 0.01 0.02 -0.01 -0.0001
H -3.899 -2.318 2.650 0.00 -0.01 0.00 -0.0001
H -4.460 -0.637 -1.101 0.00 -0.01 0.01 0.0003
H 1.923 -1.310 -4.372 0.00 0.00 -0.01 0.0007
H 3.755 0.842 -4.840 0.01 0.01 0.00 0.0002
H -2.041 2.041 -2.006 -0.06 0.01 -0.02 0.0045
H -2.795 0.899 -3.114 -0.01 -0.01 0.00 0.0005
H 1.113 -2.453 -2.347 0.02 0.00 0.00 -0.0005
H 2.862 3.427 0.025 0.01 0.01 0.00 0.0093
H 1.955 -3.722 -0.281 0.00 0.00 0.01 0.0000
H 3.637 -1.632 2.598 0.03 -0.01 -0.01 0.0000
H -6.154 -0.588 3.884 0.00 0.00 0.00 0.0000
H -2.820 0.010 5.400 0.00 0.00 0.00 0.0000
H -3.283 -1.921 -0.760 -0.01 0.00 -0.02 0.0000
H -5.685 0.961 3.166 -0.01 0.00 0.00 0.0001
H -5.668 -0.509 2.189 0.00 0.00 0.00 -0.0002
H -2.709 -2.068 3.931 0.00 -0.01 0.00 -0.0002
H -3.499 -1.324 -2.406 0.01 0.00 0.00 0.0003
H 4.110 -0.652 -5.696 0.01 -0.02 0.01 -0.0001
H 4.906 -1.828 -0.476 -0.01 0.00 -0.02 0.0000
H 5.687 -0.631 -2.480 0.00 0.00 0.00 -0.0001
H -4.523 -0.330 5.703 0.00 0.00 0.00 0.0000
H 4.858 0.460 2.396 0.01 0.01 0.00 0.0000
```
Positions in Å, forces in eV/Å.



2.
Computed, not measured: 3 unconnected molecules or ions with the total composition C2H10O2S at a distorted geometry, with the ωB97M-V functional and the def2-TZVPD basis.

Results
F_max = 4.17 eV Å⁻¹
SMILES = CSC.O.O
Gap between HOMO and LUMO = 9.174 eV
2S+1 = 1
DFT total energy = -17164.9807 eV
E_HOMO = -0.3156 Ha

```
15
Properties=species:S:1:pos:R:3:forces:R:3:nbo_charge:R:1
S -2.349 -0.960 0.987 0.14 0.30 -0.15 0.1945
O 3.488 -0.999 -0.772 0.68 -0.03 0.42 -0.9553
O 6.956 2.504 -0.499 -0.46 -4.07 0.80 -0.9133
C -3.203 -1.150 -0.590 0.42 0.50 -1.14 -0.7915
C -3.338 0.397 1.626 -1.20 -0.85 -0.80 -0.7381
H -3.124 0.716 2.611 0.74 0.25 0.89 0.2298
H -3.426 -2.225 -0.674 0.90 0.39 -0.95 0.2413
H 3.025 -1.647 -1.307 -0.33 0.42 -0.11 0.4778
H -4.347 0.004 1.646 -0.39 -0.03 0.22 0.2079
H -3.388 1.206 0.930 0.42 0.76 -0.32 0.2086
H -2.830 -0.483 -1.456 0.62 -1.94 0.99 0.2260
H 3.087 -0.127 -0.824 -0.34 -0.37 -0.30 0.4774
H 7.044 1.687 0.107 0.58 2.45 0.29 0.4568
H 6.580 1.823 -1.106 -0.13 1.60 -1.08 0.4565
H -4.174 -0.749 -0.678 -1.64 0.61 1.27 0.2215
```
Positions in Å, forces in eV/Å.



3.
Computed, not measured: C5H9BrSi in the gas phase at a distorted geometry, with the ωB97M-V functional and the def2-TZVPD basis.

Results
F_max = 3.14 eV Å⁻¹
SMILES = CC(C)[SiH2]C#CBr
Gap between HOMO and LUMO = 10.184 eV
2S+1 = 1
DFT total energy = -83247.9702 eV
E_HOMO = -0.3510 Ha

```
16
Properties=species:S:1:pos:R:3:forces:R:3:nbo_charge:R:1
Br 5.298 0.309 -0.228 -0.10 -0.36 0.10 0.1870
Si 0.781 -1.466 0.293 1.84 0.14 -0.51 1.1266
C -0.452 -0.156 0.092 1.54 2.70 -0.39 -0.6885
C -0.537 0.660 1.375 -2.61 -0.67 1.53 -0.5959
C 2.566 -0.906 0.134 1.21 0.52 -0.16 -0.4728
C 3.740 -0.572 0.031 -1.62 0.18 -0.01 -0.1706
C 0.146 0.804 -1.064 -0.71 -0.76 1.66 -0.5929
H -1.369 -0.547 -0.198 -1.76 -0.67 -0.65 0.2293
H 1.057 0.382 -1.439 0.42 -0.02 -0.63 0.2100
H -0.896 1.691 1.252 -0.19 -0.35 -0.21 0.2103
H -0.586 0.933 -1.832 -0.29 0.16 -0.63 0.2145
H 0.389 1.768 -0.614 -0.02 -0.04 -0.12 0.2123
H -1.199 0.175 2.247 1.55 0.86 -1.92 0.2092
H 0.879 -1.743 1.723 -0.48 -1.17 0.24 -0.1417
H 0.455 0.749 1.699 1.48 0.31 1.12 0.1995
H 0.708 -2.225 -0.984 -0.25 -0.82 0.59 -0.1363
```
Positions in Å, forces in eV/Å.



4.
Computed, not measured: 2 unconnected molecules or ions with the total composition C3H11NOS2 at a distorted geometry, with the ωB97M-V functional and the def2-TZVPD basis.

Results
F_max = 4.08 eV Å⁻¹
SMILES = CSSCCN.O
Gap between HOMO and LUMO = 8.550 eV
2S+1 = 1
DFT total energy = -28496.5048 eV
E_HOMO = -0.2893 Ha

```
18
Properties=species:S:1:pos:R:3:forces:R:3:nbo_charge:R:1
S 2.115 -2.039 -1.111 -0.32 -0.45 -0.16 0.0501
S 1.460 -0.038 -1.150 1.58 0.32 -0.04 0.0689
O -4.432 2.868 0.737 -1.21 -3.33 -1.40 -0.9227
N -0.792 -0.217 1.416 1.18 1.83 0.71 -0.8114
C 3.875 -1.963 -0.642 -1.58 1.06 0.97 -0.7233
C -0.889 0.501 0.131 0.25 1.73 0.38 -0.2267
C -0.299 -0.204 -1.062 -0.69 -3.44 2.08 -0.5634
H -4.307 3.619 1.219 0.83 3.39 1.87 0.4578
H -1.945 0.650 -0.016 -0.45 0.33 -0.45 0.2013
H 3.958 -1.570 0.370 0.12 0.54 -0.14 0.2200
H 4.160 -2.973 -0.512 0.43 -1.14 -0.54 0.2350
H 0.140 -0.583 1.365 0.70 -0.89 0.24 0.3434
H -0.620 0.518 2.170 -0.79 -1.16 -1.14 0.3524
H -5.174 2.454 1.212 0.40 -0.07 -0.48 0.4656
H -0.758 0.199 -1.912 -0.48 0.24 -1.53 0.2287
H 4.406 -1.402 -1.380 0.66 0.09 -0.25 0.2235
H -0.373 1.524 0.100 -0.81 -0.98 0.49 0.1637
H -0.525 -1.346 -0.936 0.19 1.92 -0.61 0.2371
```
Positions in Å, forces in eV/Å.



5.
Computed, not measured: C17H28O in the gas phase, with the ωB97M-V functional and the def2-TZVPD basis.

Results
F_max = 0.95 eV Å⁻¹
SMILES = C=CCCCCCCCCCCCc1ccco1
Gap between HOMO and LUMO = 9.383 eV
2S+1 = 1
DFT total energy = -20130.0648 eV
E_HOMO = -0.3070 Ha

```
46
Properties=species:S:1:pos:R:3:forces:R:3:nbo_charge:R:1
O -0.058 2.791 -5.354 0.35 -0.38 -0.06 -0.4062
C 0.281 -0.529 2.413 0.48 -0.02 0.01 -0.3917
C 0.226 -0.749 -0.112 0.48 -0.03 -0.02 -0.3899
C 1.171 -0.305 3.633 -0.33 0.09 0.07 -0.3913
C 0.405 -4.976 5.966 -0.05 -0.23 0.02 -0.4023
C -1.038 2.145 -4.686 -0.89 -0.17 0.29 0.2928
C 0.237 -3.761 6.453 0.15 0.21 -0.01 -0.1573
C 0.864 -2.527 5.890 -0.26 0.04 -0.06 -0.4423
C 1.049 -1.010 -1.372 -0.37 -0.09 -0.05 -0.3859
C -0.203 -1.525 5.436 0.26 0.17 0.02 -0.3859
C 0.388 -0.203 4.943 0.04 -0.13 -0.06 -0.3880
C -0.452 4.067 -5.511 -0.54 0.73 0.08 0.0757
C 1.103 -0.686 1.136 -0.51 0.03 0.01 -0.3836
C -1.675 4.261 -4.953 0.50 0.13 -0.25 -0.3132
C -0.829 0.713 -4.332 0.32 0.36 0.17 -0.4401
C -2.057 3.009 -4.412 0.36 -0.49 -0.10 -0.3202
C -0.030 0.586 -3.027 -0.11 -0.37 -0.16 -0.3816
C 0.237 -0.872 -2.661 0.26 0.22 0.12 -0.3909
H 0.215 4.726 -6.031 0.15 0.00 -0.08 0.2004
H 0.785 -1.343 -3.480 -0.06 -0.05 -0.07 0.1994
H 1.890 -0.313 -1.405 0.11 0.00 0.00 0.1935
H 1.463 -2.019 -1.315 0.10 0.01 0.04 0.1999
H -0.712 -1.402 -2.550 -0.05 -0.09 -0.05 0.1933
H -0.282 0.222 -5.139 -0.08 -0.08 -0.04 0.2188
H 1.508 -2.798 5.053 0.09 -0.01 0.02 0.2002
H -0.586 1.079 -2.229 0.03 0.09 0.02 0.1992
H -0.425 0.515 4.807 0.02 0.09 0.04 0.1997
H -0.071 -5.839 6.399 -0.13 -0.12 0.12 0.1969
H 0.922 1.108 -3.144 0.02 0.06 0.05 0.2012
H -0.865 -1.315 6.280 -0.08 -0.06 -0.02 0.2007
H 1.705 -1.595 1.203 0.10 -0.02 0.01 0.1929
H -1.798 0.226 -4.218 0.01 0.00 -0.08 0.2181
H -0.328 -1.423 2.553 -0.12 -0.02 -0.01 0.1932
H -2.968 2.781 -3.896 -0.17 -0.14 0.11 0.2229
H -0.517 -1.542 0.004 -0.10 0.00 -0.01 0.1937
H -0.313 0.195 -0.210 -0.11 0.04 0.02 0.1923
H 1.728 0.625 3.489 0.09 -0.04 -0.03 0.2004
H -0.404 -3.603 7.312 -0.11 -0.07 0.13 0.1906
H 1.483 -2.056 6.660 0.07 0.04 -0.03 0.2066
H -0.809 -1.981 4.652 -0.10 -0.04 0.03 0.1987
H 1.036 -5.160 5.111 0.15 0.03 -0.19 0.1868
H 1.903 -1.111 3.701 0.12 -0.01 -0.02 0.1929
H 1.048 0.192 5.719 -0.05 0.07 0.07 0.1979
H -0.398 0.320 2.304 -0.09 0.01 0.01 0.1932
H -2.236 5.174 -4.927 -0.05 0.22 -0.04 0.2258
H 1.792 0.158 1.044 0.10 0.00 -0.01 0.1928
```
Positions in Å, forces in eV/Å.